Model i:
This record from the Open Molecules 2025 dataset describes 8 unconnected molecules or ions with the total composition C24H64O8. The level of theory is ωB97M-V with the def2-TZVPD basis set.

Orbital gap = 9.87 eV
SMILES = CC(C)O.CC(C)O.CC(C)O.CC(C)O.CC(C)O.CC(C)O.CC(C)O.CC(C)O

Each line ends with the Löwdin charge.
Atoms and positions in Å:
C (-9.008, -6.361, 23.164)  -0.025
C (-9.668, -7.526, 23.873)  -0.702
C (-9.622, -7.326, 25.312)  -0.054
O (-10.827, -7.733, 23.523)  0.025
H (-7.948, -6.214, 23.475)  0.089
H (-9.631, -5.408, 23.410)  0.095
H (-8.964, -6.520, 22.101)  0.063
H (-9.213, -8.515, 23.679)  0.158
H (-10.114, -6.442, 25.649)  0.060
H (-8.632, -7.052, 25.657)  0.082
H (-9.910, -8.250, 25.854)  0.106
H (-11.356, -7.005, 23.810)  0.048
C (-17.883, -4.493, 22.095)  -0.059
C (-18.081, -4.213, 20.630)  -0.692
C (-16.768, -4.406, 19.877)  -0.028
O (-18.941, -4.972, 20.166)  0.037
H (-18.847, -4.461, 22.653)  0.088
H (-17.196, -3.733, 22.589)  0.065
H (-17.500, -5.571, 22.269)  0.106
H (-18.454, -3.135, 20.620)  0.158
H (-16.851, -3.966, 18.955)  0.041
H (-16.431, -5.455, 19.730)  0.069
H (-15.849, -3.858, 20.379)  0.094
H (-19.203, -4.561, 19.328)  0.137
C (-13.962, -7.652, 20.556)  -0.016
C (-13.854, -7.977, 19.078)  -0.636
C (-14.398, -6.902, 18.159)  -0.048
O (-12.741, -8.473, 18.750)  0.057
H (-14.010, -8.599, 21.054)  0.062
H (-14.942, -7.191, 20.678)  0.091
H (-13.166, -7.091, 20.902)  0.034
H (-14.629, -8.728, 18.941)  0.135
H (-14.383, -7.156, 17.098)  0.076
H (-13.655, -6.080, 18.055)  0.081
H (-15.404, -6.538, 18.361)  0.064
H (-12.810, -8.779, 17.861)  0.110
C (-13.752, -6.960, 24.877)  0.009
C (-13.435, -5.961, 23.679)  -0.627
C (-14.565, -4.951, 23.507)  -0.034
O (-12.370, -5.362, 23.648)  -0.015
H (-13.646, -6.314, 25.815)  0.104
H (-12.964, -7.698, 24.985)  0.050
H (-14.666, -7.449, 24.786)  0.052
H (-13.533, -6.607, 22.804)  0.108
H (-15.539, -5.512, 23.454)  0.082
H (-14.635, -4.522, 22.488)  0.051
H (-14.658, -4.111, 24.194)  0.072
H (-12.062, -5.029, 22.750)  0.117
C (-13.092, -10.573, 23.458)  -0.047
C (-12.344, -11.462, 22.463)  -0.580
C (-12.805, -12.928, 22.720)  -0.070
O (-12.792, -11.309, 21.259)  -0.027
H (-12.349, -10.100, 24.168)  0.078
H (-13.857, -11.109, 24.021)  0.064
H (-13.721, -9.708, 22.997)  0.092
H (-11.232, -11.423, 22.498)  0.152
H (-12.459, -13.407, 23.628)  0.064
H (-12.295, -13.522, 21.918)  0.084
H (-13.874, -13.163, 22.643)  0.083
H (-12.047, -10.818, 20.874)  0.120
C (-13.145, -4.075, 20.107)  -0.015
C (-11.678, -4.058, 20.572)  -0.595
C (-11.363, -2.969, 21.604)  -0.017
O (-11.269, -5.155, 21.038)  -0.012
H (-13.322, -3.422, 19.219)  0.113
H (-13.716, -3.693, 20.850)  -0.019
H (-13.507, -5.076, 19.901)  0.052
H (-10.991, -3.889, 19.701)  0.151
H (-11.355, -2.015, 21.056)  0.096
H (-10.311, -3.027, 22.036)  0.117
H (-12.159, -3.007, 22.296)  0.039
H (-11.010, -5.689, 20.285)  0.140
C (-11.043, -3.638, 25.890)  -0.046
C (-10.918, -2.249, 25.317)  -0.664
C (-11.342, -1.153, 26.346)  -0.036
O (-9.779, -1.920, 24.877)  0.010
H (-10.602, -3.821, 26.885)  0.091
H (-10.551, -4.247, 25.069)  0.068
H (-12.172, -3.864, 25.930)  0.111
H (-11.655, -2.208, 24.523)  0.104
H (-12.362, -1.130, 26.658)  0.054
H (-11.139, -0.148, 26.026)  0.069
H (-10.716, -1.354, 27.219)  0.077
H (-9.173, -2.690, 25.128)  0.152
C (-15.374, -1.827, 22.442)  -0.065
C (-15.389, -0.500, 23.074)  -0.643
C (-14.406, -0.464, 24.283)  -0.017
O (-15.187, 0.494, 22.307)  0.037
H (-14.432, -2.126, 22.052)  0.061
H (-16.225, -1.831, 21.786)  0.073
H (-15.607, -2.540, 23.314)  0.088
H (-16.431, -0.364, 23.468)  0.150
H (-14.643, 0.458, 24.724)  0.061
H (-13.394, -0.540, 24.037)  0.046
H (-14.523, -1.310, 25.023)  0.099
H (-15.768, 0.314, 21.558)  0.119



Model ii:
This record from the Open Molecules 2025 dataset describes 8 unconnected molecules or ions with the total composition C24H64O8. The level of theory is ωB97M-V with the def2-TZVPD basis set.

Orbital gap = 9.98 eV
SMILES = CC(C)O.CC(C)O.CC(C)O.CC(C)O.CC(C)O.CC(C)O.CC(C)O.CC(C)O

Each line ends with the Löwdin charge.
Atoms and positions in Å:
C (-0.983, 1.021, 0.614)  -0.053
C (0.422, 0.892, 0.094)  -0.545
C (0.625, 0.350, -1.317)  -0.047
O (1.096, 2.108, 0.141)  -0.044
H (-0.913, 1.416, 1.627)  0.079
H (-1.420, 0.025, 0.531)  0.085
H (-1.541, 1.760, 0.040)  0.086
H (0.915, 0.217, 0.794)  0.126
H (1.683, 0.409, -1.574)  0.078
H (0.006, 0.836, -2.071)  0.081
H (0.476, -0.729, -1.360)  0.072
H (0.807, 2.564, 0.935)  0.082
C (-3.727, -3.474, -2.816)  -0.066
C (-4.571, -3.927, -3.974)  -0.512
C (-6.053, -3.628, -3.930)  -0.059
O (-3.997, -3.416, -5.166)  -0.046
H (-3.791, -2.386, -2.776)  0.078
H (-2.657, -3.668, -2.892)  0.080
H (-4.088, -3.832, -1.853)  0.076
H (-4.373, -4.999, -3.997)  0.131
H (-6.363, -2.597, -3.761)  0.085
H (-6.593, -4.207, -3.181)  0.079
H (-6.588, -3.929, -4.831)  0.082
H (-4.714, -2.863, -5.486)  0.073
C (-5.740, -2.531, 2.346)  -0.069
C (-6.657, -1.782, 1.396)  -0.540
C (-7.862, -2.646, 1.188)  -0.071
O (-7.131, -0.661, 2.036)  -0.047
H (-6.293, -2.881, 3.218)  0.075
H (-5.060, -1.832, 2.835)  0.081
H (-5.332, -3.396, 1.823)  0.084
H (-6.097, -1.474, 0.513)  0.144
H (-7.602, -3.496, 0.557)  0.079
H (-8.584, -2.040, 0.642)  0.082
H (-8.274, -2.926, 2.158)  0.086
H (-7.273, -0.762, 2.980)  0.096
C (1.662, 6.970, 4.987)  -0.068
C (1.950, 6.490, 3.599)  -0.497
C (3.422, 6.160, 3.171)  -0.038
O (1.127, 5.355, 3.393)  -0.065
H (2.196, 6.402, 5.748)  0.078
H (0.614, 6.879, 5.272)  0.085
H (2.003, 7.991, 5.156)  0.080
H (1.604, 7.227, 2.874)  0.130
H (3.452, 5.790, 2.147)  0.073
H (3.777, 5.408, 3.876)  0.073
H (3.998, 7.085, 3.163)  0.072
H (1.252, 4.786, 4.156)  0.078
C (2.787, -4.122, -6.199)  -0.050
C (1.389, -3.414, -6.070)  -0.479
C (1.347, -2.124, -6.865)  -0.068
O (0.378, -4.316, -6.511)  -0.058
H (3.572, -3.429, -5.896)  0.069
H (3.035, -4.423, -7.217)  0.075
H (2.916, -5.012, -5.583)  0.069
H (1.208, -3.233, -5.011)  0.125
H (2.107, -1.464, -6.445)  0.078
H (0.342, -1.706, -6.916)  0.077
H (1.681, -2.239, -7.896)  0.080
H (-0.473, -3.905, -6.340)  0.079
C (3.625, -4.066, 1.101)  -0.054
C (4.515, -4.997, 2.008)  -0.468
C (5.978, -5.053, 1.530)  -0.058
O (4.506, -4.676, 3.397)  -0.055
H (3.630, -3.041, 1.471)  0.068
H (2.560, -4.292, 1.030)  0.065
H (4.090, -3.976, 0.119)  0.065
H (4.070, -5.987, 1.904)  0.123
H (6.006, -5.249, 0.458)  0.071
H (6.425, -5.916, 2.023)  0.076
H (6.573, -4.149, 1.660)  0.082
H (3.627, -4.878, 3.726)  0.084
C (2.611, 6.913, -4.435)  -0.040
C (1.926, 5.918, -3.398)  -0.487
C (0.583, 5.368, -3.977)  -0.069
O (2.682, 4.793, -3.195)  -0.044
H (1.946, 7.760, -4.607)  0.069
H (2.874, 6.445, -5.383)  0.074
H (3.533, 7.285, -3.987)  0.066
H (1.695, 6.482, -2.494)  0.127
H (0.663, 4.876, -4.946)  0.075
H (-0.078, 6.205, -4.200)  0.066
H (0.087, 4.666, -3.307)  0.068
H (2.338, 4.291, -2.452)  0.093
C (2.207, -0.188, 6.882)  -0.052
C (1.275, 0.839, 6.265)  -0.518
C (-0.169, 0.595, 6.576)  -0.062
O (1.616, 2.130, 6.747)  -0.060
H (2.065, -1.155, 6.401)  0.082
H (1.877, -0.355, 7.907)  0.081
H (3.255, 0.112, 6.878)  0.081
H (1.422, 0.912, 5.188)  0.127
H (-0.860, 1.388, 6.291)  0.082
H (-0.258, 0.469, 7.655)  0.081
H (-0.549, -0.338, 6.161)  0.082
H (2.556, 2.196, 6.929)  0.078



Which structure is the least stable? The one labeled model i.



Model i:
This record from the Open Molecules 2025 dataset describes a single C2H4BrN molecule. The level of theory is ωB97M-V with the def2-TZVPD basis set.

Orbital gap = 10.31 eV
SMILES = C=NCBr

Each line ends with the natural charge from an NBO analysis.
Atoms and positions in Å:
C (0.674, 1.048, 0.220)  -0.114
N (0.782, -0.176, -0.034)  -0.359
C (-0.816, -1.063, 0.157)  -0.381
Br (-2.241, 0.150, -0.012)  0.049
H (1.561, 1.498, 0.450)  0.174
H (-0.205, 1.689, 0.411)  0.164
H (-0.748, -1.963, -0.466)  0.236
H (-0.537, -1.056, 1.224)  0.231



Model ii:
This record from the Open Molecules 2025 dataset describes 2 unconnected molecules or ions with the total composition C2H4BrN. The level of theory is ωB97M-V with the def2-TZVPD basis set.

Orbital gap = 9.44 eV

Each line ends with the natural charge from an NBO analysis.
Atoms and positions in Å:
C (0.784, -1.081, 0.022)  -0.010
C (-0.372, 0.899, -0.223)  -0.103
N (0.710, 0.152, -0.213)  -0.446
Br (-2.242, -0.058, -0.091)  -0.152
H (1.804, -1.626, 0.104)  0.183
H (-0.065, -1.642, -0.015)  0.168
H (-0.323, 1.641, 1.221)  0.171
H (-0.296, 1.716, -0.807)  0.191



Which structure is the least stable? The one labeled model ii.



Model i:
This record from the Open Molecules 2025 dataset describes a single C2H4BrN molecule. The level of theory is ωB97M-V with the def2-TZVPD basis set.

Orbital gap = 10.62 eV
SMILES = [H]/N=C(/C)Br

Each line ends with the natural charge from an NBO analysis.
Atoms and positions in Å:
H (-1.482, -0.764, -1.830)  0.394
N (-0.681, -0.781, -1.237)  -0.626
C (-0.448, -0.051, -0.277)  0.399
C (0.862, -0.008, 0.541)  -0.708
Br (-1.849, 1.380, 0.518)  -0.204
H (1.031, 1.018, 0.843)  0.242
H (1.747, -0.230, -0.117)  0.246
H (0.820, -0.565, 1.559)  0.257



Model ii:
This record from the Open Molecules 2025 dataset describes a single C2H4BrN molecule. The level of theory is ωB97M-V with the def2-TZVPD basis set.

Orbital gap = 10.93 eV
SMILES = [H]/N=C/CBr

Each line ends with the natural charge from an NBO analysis.
Atoms and positions in Å:
H (-0.552, -1.835, -1.571)  0.344
N (-0.811, -0.898, -1.099)  -0.583
C (0.115, -0.481, -0.400)  0.112
C (-0.018, 0.810, 0.458)  -0.495
Br (0.516, 0.398, 2.309)  -0.018
H (1.021, -0.951, -0.361)  0.156
H (-1.027, 1.336, 0.509)  0.249
H (0.756, 1.620, 0.155)  0.236



Which structure is the least stable? The one labeled model ii.



Model i:
This record from the Open Molecules 2025 dataset describes a single CH6N4 molecule. The level of theory is ωB97M-V with the def2-TZVPD basis set.

Orbital gap = 8.60 eV
SMILES = N/N=C/NN

Each line ends with the natural charge from an NBO analysis.
Atoms and positions in Å:
N (2.317, -0.144, -0.017)  -0.662
N (0.877, -0.327, -0.252)  -0.381
C (0.048, 0.621, -0.084)  0.226
N (-1.237, 0.524, 0.183)  -0.405
N (-1.814, -0.666, 0.078)  -0.615
H (2.555, 0.332, 0.977)  0.322
H (2.440, -1.158, 0.492)  0.355
H (0.358, 1.618, -0.385)  0.142
H (-1.753, 1.556, -0.061)  0.335
H (-2.709, -0.916, 0.500)  0.369
H (-2.183, -0.864, -0.962)  0.315



Model ii:
This record from the Open Molecules 2025 dataset describes 2 unconnected molecules or ions with the total composition CH6N4. The level of theory is ωB97M-V with the def2-TZVPD basis set.

Orbital gap = 9.59 eV
SMILES = [H]/N=N\[H].[H]/N=N\C

Each line ends with the natural charge from an NBO analysis.
Atoms and positions in Å:
H (-2.866, 0.191, -1.098)  0.294
N (-2.660, 0.266, -0.144)  -0.287
N (-2.066, -0.627, 0.379)  -0.253
H (-1.807, -1.376, -0.426)  0.251
H (2.021, -0.416, -1.335)  0.225
N (2.604, -0.670, -0.385)  -0.269
N (2.082, -0.313, 0.642)  -0.091
C (0.842, 0.579, 0.674)  -0.494
H (1.241, 1.615, 0.937)  0.236
H (0.491, 0.742, -0.394)  0.154
H (0.117, 0.008, 1.150)  0.235



Which structure is the least stable? The one labeled model i.



Model i:
This record from the Open Molecules 2025 dataset describes a molecular structure, H16HfO8. The level of theory is ωB97M-V with the def2-TZVPD basis set.

Orbital gap = 12.54 eV
Net charge = +4

Each line ends with the natural charge from an NBO analysis.
Atoms and positions in Å:
Hf (-0.090, -0.012, 0.073)  2.515
O (0.446, 1.707, -1.187)  -0.932
H (0.607, 1.964, -2.078)  0.569
H (0.246, 2.585, -0.890)  0.549
O (1.566, 1.017, 1.097)  -0.932
H (1.723, 0.922, 2.078)  0.559
H (2.408, 1.196, 0.800)  0.553
O (-0.439, -0.611, -2.117)  -0.982
H (0.208, -1.182, -2.701)  0.579
H (-1.036, -0.276, -2.765)  0.559
O (-0.015, -2.124, -0.108)  -0.952
H (-0.238, -2.710, 0.623)  0.570
H (-0.147, -2.643, -0.926)  0.582
O (-0.274, -0.556, 2.076)  -0.972
H (0.248, -1.060, 2.757)  0.593
H (-0.723, 0.056, 2.729)  0.577
O (1.811, -0.615, -0.904)  -0.960
H (2.337, -1.250, -0.368)  0.555
H (2.496, -0.304, -1.495)  0.573
O (-2.104, -0.587, 0.122)  -0.928
H (-2.386, -1.340, -0.360)  0.564
H (-2.888, -0.109, 0.389)  0.575
O (-1.091, 1.667, 0.928)  -0.972
H (-0.867, 2.138, 1.767)  0.586
H (-1.798, 2.126, 0.459)  0.575



Model ii:
This record from the Open Molecules 2025 dataset describes a molecular structure, H16HfO8. The level of theory is ωB97M-V with the def2-TZVPD basis set.

Orbital gap = 12.46 eV
Net charge = +4

Each line ends with the natural charge from an NBO analysis.
Atoms and positions in Å:
Hf (0.013, -0.003, -0.013)  2.588
O (-0.964, -2.012, 0.074)  -0.953
H (-1.198, -2.648, -0.622)  0.573
H (-0.705, -2.604, 0.775)  0.553
O (1.910, 1.109, -0.085)  -0.967
H (2.112, 1.962, -0.540)  0.580
H (2.802, 0.745, -0.006)  0.567
O (1.522, -1.453, 0.834)  -0.966
H (2.183, -1.253, 1.486)  0.560
H (1.755, -2.393, 0.733)  0.568
O (-0.506, 2.198, -0.200)  -0.983
H (-0.584, 2.798, -0.977)  0.572
H (-0.528, 2.900, 0.489)  0.570
O (-2.057, 0.256, 0.772)  -0.944
H (-2.399, 1.004, 1.218)  0.556
H (-2.748, -0.373, 0.635)  0.563
O (0.943, -1.027, -1.613)  -0.978
H (1.310, -1.963, -1.591)  0.582
H (1.117, -0.701, -2.524)  0.582
O (-1.346, 0.150, -1.673)  -0.966
H (-1.450, -0.292, -2.577)  0.591
H (-2.071, 0.783, -1.675)  0.567
O (0.238, 0.807, 1.984)  -0.978
H (-0.206, 0.497, 2.804)  0.582
H (0.847, 1.514, 2.289)  0.580



Which structure is the least stable? The one labeled model i.



Model i:
This record from the Open Molecules 2025 dataset describes a single C3H3NOS molecule. The level of theory is ωB97M-V with the def2-TZVPD basis set.

Orbital gap = 8.62 eV
SMILES = C#CC(=O)NS

Each line ends with the natural charge from an NBO analysis.
Atoms and positions in Å:
C (1.097, -2.116, 1.025)  -0.096
C (0.540, -1.061, 0.917)  -0.163
C (-0.195, 0.112, 0.699)  0.651
O (-1.053, 0.479, 1.404)  -0.474
N (-0.048, 0.826, -0.794)  -0.871
S (-0.789, 2.193, -1.420)  0.211
H (1.658, -3.067, 0.828)  0.259
H (0.816, 0.812, -1.315)  0.389
H (-2.025, 1.823, -1.345)  0.094



Model ii:
This record from the Open Molecules 2025 dataset describes 2 unconnected molecules or ions with the total composition C3H3NOS. The level of theory is ωB97M-V with the def2-TZVPD basis set.

Orbital gap = 8.68 eV

Each line ends with the natural charge from an NBO analysis.
Atoms and positions in Å:
C (0.775, -0.832, 1.192)  -0.809
C (-0.612, 0.604, -0.694)  0.321
C (-1.065, 1.490, -1.595)  0.147
H (2.162, -1.543, 1.155)  0.250
H (0.208, -0.460, 2.306)  0.259
H (-0.150, -1.619, 0.668)  0.308
N (-1.375, 2.199, -2.484)  -0.162
O (-1.092, -0.513, -0.526)  -0.481
S (1.149, 0.674, -0.023)  0.168



Model iii:
This record from the Open Molecules 2025 dataset describes a single C3H3NOS molecule. The level of theory is ωB97M-V with the def2-TZVPD basis set.

Orbital gap = 9.20 eV
SMILES = O=C=N/C=C\S

Each line ends with the natural charge from an NBO analysis.
Atoms and positions in Å:
O (1.520, -0.659, 2.919)  -0.513
C (1.095, -0.243, 1.913)  0.877
N (0.853, 0.344, 0.882)  -0.551
C (0.213, 0.942, -0.150)  -0.061
C (-0.591, 0.232, -0.975)  -0.362
S (-0.919, -1.480, -0.665)  0.046
H (0.329, 1.954, -0.179)  0.212
H (-1.119, 0.634, -1.930)  0.240
H (-1.381, -1.723, -1.814)  0.112



Which structure is the least stable? The one labeled model ii.